# 1
The following is a DFT calculation (ωB97M-V/def2-TZVPD) of a single C16H27N3O3 molecule.

The geometry in XYZ format:
```
49
Properties=species:S:1:pos:R:3:lowdin_charge:R:1
C 3.52237 -3.67330 0.63089 -0.1102
C 3.37548 1.56634 -0.90605 -0.4798
N -1.25578 1.26242 1.05585 0.0661
H -2.56943 1.76599 2.58748 0.1269
H -0.50494 4.41573 0.42357 0.0668
H -3.80020 -0.01780 -2.99712 0.0737
C 1.55874 3.17934 -0.37775 -0.4107
H 4.52217 -0.37305 1.05809 0.1159
H -1.74530 -1.41726 -0.21414 0.1078
H -3.47307 -2.66829 -1.51085 0.1055
H -4.40488 -1.57511 -3.56030 0.0680
H -2.37910 -0.77668 2.12243 0.1191
H 2.26773 -1.47543 -0.67439 0.1195
C -4.15525 -0.99464 -2.67515 -0.1132
H -0.76984 0.35504 1.00285 0.0949
H -2.23560 0.07278 -1.02108 0.1102
C -1.19654 3.62970 0.70323 0.0122
H -4.45146 -0.03049 0.01062 0.1082
O 1.26862 4.36193 -0.42847 0.0460
H 3.82099 -0.83768 -1.30015 0.1299
N 2.56005 0.55505 -0.44967 0.0635
C -2.59266 -0.89433 -0.66249 -0.2284
C -3.08340 -1.70936 -1.86019 -0.2646
H -3.97675 -0.09922 2.43305 0.1122
C 3.10057 -0.79866 -0.48148 -0.1339
H 5.04842 -2.63220 1.71902 0.1042
H -5.06411 -0.85870 -2.09457 0.0633
H 3.03774 -3.65124 -0.34137 0.0653
C -3.67460 -0.69245 0.39782 -0.2085
H 5.20544 -2.50664 -0.03229 0.1083
H -2.22893 -1.91741 -2.50794 0.1048
C 1.29445 0.73987 0.07647 -0.3340
H -2.05321 3.66049 0.03003 0.1016
H 3.03800 -1.14882 1.63558 0.1125
C -2.58930 1.29431 1.59561 -0.1810
N 2.81824 2.81413 -0.83569 0.2043
H -4.14038 -1.65789 0.60900 0.1162
O 4.48716 1.37964 -1.34082 0.0961
H 4.05586 -4.61684 0.72113 0.0676
C 3.78494 -1.14894 0.83888 -0.1841
H 2.75359 -3.63827 1.39949 0.0747
C -3.15235 -0.12081 1.71734 -0.1799
H 3.39393 3.57724 -1.17344 0.1694
C -0.54947 2.28850 0.62227 -0.1950
C 4.48760 -2.50429 0.79048 -0.2610
H -1.55962 3.80017 1.71568 0.0953
H -3.24162 1.89758 0.95479 0.1243
C 0.74921 2.08141 0.10933 -0.0044
O 0.69649 -0.26184 0.48444 0.0343
```

Properties
SMILES: CCCCCCN/C(C)=C1/C(=O)NC(=O)N(CCCC)C1=O
LUMO energy (eV): 0.63
Gap between HOMO and LUMO (eV): 9.362



# 2
The following is a DFT calculation (ωB97M-V/def2-TZVPD) of a single C9H13NO5 molecule.

The geometry in XYZ format:
```
28
Properties=species:S:1:pos:R:3:lowdin_charge:R:1
C 0.63269 -1.13205 1.02849 -0.1596
C -0.34932 2.02115 1.39021 -0.1510
O -0.30713 1.56574 3.66035 -0.0150
C 0.45712 1.86221 0.15200 -0.0476
O 2.61137 0.63419 -2.24291 0.1801
O 0.05066 3.99822 -0.88577 0.1748
H 2.08433 -0.89012 -0.44419 0.1369
H -1.10076 -2.33177 0.80937 0.1202
H 0.42223 -2.67514 -1.21705 0.1145
C -1.66246 -2.55725 -1.79974 -0.1041
H 0.38903 -0.59140 1.94275 0.1088
C 1.82226 1.24154 -1.59209 -0.3837
H -2.55026 -2.06482 -1.39653 0.0724
C -0.39998 -1.95364 -1.17955 -0.2590
C 0.51622 2.90629 -0.87495 -0.3851
C -0.63541 -1.50650 0.26007 -0.1970
C 1.24005 0.84418 -0.26171 -0.1411
N 1.59854 -0.34333 0.25814 0.0909
H -1.67453 -2.44155 -2.88225 0.0704
H -1.36604 -0.69239 0.27557 0.1039
H -0.72051 3.05041 1.45193 0.1349
H -1.74737 -3.61807 -1.55980 0.0731
H -0.93230 2.30542 3.61893 0.0918
H -0.10576 -1.08940 -1.78164 0.1012
O 0.50024 1.72852 2.49066 -0.1380
H -1.20596 1.33626 1.39465 0.1274
H 1.14865 -2.04094 1.33911 0.1251
O 1.28442 2.43426 -1.95405 0.1549
```

Properties
SMILES: CCCCNC1=C(COO)C(=O)OC1=O
LUMO energy (eV): -0.47
Gap between HOMO and LUMO (eV): 8.983



# 3
The following is a DFT calculation (ωB97M-V/def2-TZVPD) of 10 unconnected molecules or ions with the total composition H20O10.

The geometry in XYZ format:
```
30
Properties=species:S:1:pos:R:3:lowdin_spin:R:1
H 2.78047 -1.21688 1.10623 0.0095
O -0.64936 -2.34376 -0.26986 0.0281
H -2.08217 -0.01098 -0.96916 0.0176
O 1.05763 -3.36768 1.55761 0.0179
O -2.47701 0.86849 -0.89341 0.0792
H -0.83337 1.43997 -3.82423 0.0691
O 1.69243 1.27468 3.05863 0.0257
O 2.34335 -0.36702 1.03191 0.0311
O -0.42259 -1.37260 -3.63413 0.0664
H 2.09989 1.12950 2.17942 0.0075
O -0.69357 1.93648 -3.00597 0.2027
H 0.56222 2.79140 2.10187 0.0083
H -0.68111 2.89034 -3.14923 0.0641
H 0.74507 -4.15162 1.14088 0.0042
H -1.15454 -1.56572 -0.02349 0.0101
H -0.39602 3.84306 1.96014 0.0079
O 0.41478 3.55062 1.52367 0.0384
H -0.22843 0.94484 -1.40791 0.0237
H -0.70263 -0.68604 1.71790 0.0156
O 0.24034 0.11458 -1.17675 0.0691
H -1.93776 0.22316 1.88406 0.0133
H 0.87381 0.39006 -0.51421 0.0166
H 2.37660 0.91726 3.63655 0.0084
H -0.25954 -2.11985 -1.11470 0.0117
H -1.08189 -0.71581 -3.36968 0.0422
H 0.76727 -3.29999 2.46976 0.0071
H -2.39747 1.15003 -1.82168 0.0344
O -1.66481 -0.68220 1.76309 0.0358
H 0.31574 -1.21174 -3.02957 0.0171
H 1.39267 -0.35258 1.07226 0.0172
```

Properties
LUMO energy (spin up / spin down) (eV): 2.56 / 2.51
2S+1: 2
Charge: -1
Gap between HOMO and LUMO (spin up / spin down) (eV): 2.210 / 10.123



# 4
The following is a DFT calculation (ωB97M-V/def2-TZVPD) of a gas-phase ion, C5H5O5 (charge -1).

The geometry in XYZ format:
```
15
Properties=species:S:1:pos:R:3:lowdin_charge:R:1
H 1.83463 -2.13991 -0.53705 0.0724
O -0.10073 1.22714 -2.03042 0.0402
H -0.23281 -2.32879 0.67864 0.1030
H -1.21580 -0.69448 1.08104 0.0837
C -0.52422 0.59178 -0.88898 -0.5870
H 1.67872 -0.77112 -1.79442 0.0461
O -1.24843 0.46612 -2.08078 0.0294
C -0.26376 -1.20743 0.93256 -0.0817
O -1.18941 1.20889 0.07934 -0.0384
C 0.24110 -0.69919 -0.32753 -0.2768
C -0.30517 2.11242 1.16821 -0.6162
C 1.31494 -1.21901 -0.89790 0.0316
H 0.35390 -1.07909 1.84405 0.0916
O -1.13387 2.87482 1.65298 0.0254
O 0.79091 1.65783 1.12026 0.0768
```

Properties
SMILES: C=C(C)C1(OC(=O)[O-])OO1
LUMO energy (eV): 3.83
Charge: -1
Gap between HOMO and LUMO (eV): 9.237



# 5
The following is a DFT calculation (ωB97M-V/def2-TZVPD) of a single C5H8N2 molecule.

The geometry in XYZ format:
```
15
Properties=species:S:1:pos:R:3:lowdin_charge:R:1
C -1.22321 -0.40931 1.46002 -0.2345
H -1.94520 -0.31177 2.27518 0.1202
C -0.11898 0.76096 -0.33183 -0.3122
N -1.91746 -2.33445 -0.20962 0.1350
C 2.10008 0.03495 -1.06122 -0.1584
H -0.25098 -0.66756 1.89290 0.1031
H -1.97552 1.16657 0.41665 0.1121
C -1.63542 -1.52206 0.56528 -0.2098
H 2.60986 1.00272 -1.20902 0.0998
H 1.61980 -0.23506 -2.01411 0.0763
C 1.21620 0.29515 0.09482 0.0200
N -1.07470 0.85655 0.76821 -0.0855
H 0.06637 1.77747 -0.72551 0.1433
H -0.50476 0.17009 -1.18877 0.1215
H 2.89813 -0.67408 -0.82077 0.0690
```

Properties
LUMO energy (eV): -0.25
Gap between HOMO and LUMO (eV): 8.462